Entry 1:
Here is a 7-piece molecular cluster, C28H42O21 overall from the OMol25 dataset. Energies are from the ωB97M-V functional and the def2-TZVPD basis.

```
91
Properties=species:S:1:pos:R:3
C 1.894 4.002 -1.672
C 2.035 5.504 -1.610
C 2.088 6.260 -2.971
O 1.211 7.364 -2.769
C 0.710 7.338 -1.520
O 0.142 8.232 -1.000
O 1.026 6.175 -0.885
H 1.999 3.717 -0.619
H 2.697 3.518 -2.218
H 0.891 3.700 -1.952
H 3.024 5.755 -1.207
H 1.776 5.690 -3.846
H 3.108 6.608 -3.120
C 2.512 -3.050 -0.790
C 2.965 -3.069 0.644
C 1.886 -2.802 1.716
O 2.062 -3.879 2.658
C 2.915 -4.802 2.184
O 3.169 -5.858 2.668
O 3.389 -4.411 0.968
H 2.293 -2.018 -1.085
H 1.532 -3.528 -0.881
H 3.224 -3.526 -1.457
H 3.848 -2.444 0.807
H 0.898 -2.861 1.267
H 2.172 -1.955 2.333
C 0.967 3.221 3.172
C 0.147 4.486 3.015
C 0.005 5.271 4.329
O 0.466 6.588 3.953
C 0.850 6.616 2.655
O 0.905 7.624 2.036
O 0.942 5.341 2.173
H 0.532 2.434 3.785
H 1.981 3.433 3.517
H 1.169 2.833 2.167
H -0.813 4.319 2.528
H 0.583 4.875 5.159
H -1.025 5.482 4.610
C -4.419 -6.923 -1.687
C -2.918 -6.870 -1.631
C -2.258 -6.407 -2.920
O -1.233 -5.510 -2.499
C -1.487 -5.110 -1.240
O -0.887 -4.261 -0.658
O -2.466 -5.850 -0.689
H -4.686 -7.774 -2.322
H -4.757 -6.026 -2.214
H -4.991 -6.985 -0.766
H -2.455 -7.761 -1.203
H -2.870 -5.862 -3.642
H -1.859 -7.256 -3.478
C -5.870 0.446 -2.751
C -5.867 -0.927 -3.420
C -5.821 -0.934 -4.951
O -4.888 -1.989 -5.251
C -4.252 -2.370 -4.130
O -3.345 -3.134 -4.081
O -4.668 -1.632 -3.068
H -6.457 0.486 -1.835
H -6.150 1.202 -3.482
H -4.874 0.688 -2.367
H -6.776 -1.430 -3.078
H -5.348 -0.055 -5.389
H -6.820 -1.136 -5.325
C 4.348 1.396 3.394
C 4.464 -0.099 3.510
C 5.646 -0.681 4.306
O 5.029 -1.679 5.133
C 3.728 -1.361 5.303
O 3.016 -1.758 6.164
O 3.346 -0.511 4.326
H 4.323 1.893 4.364
H 3.359 1.540 2.951
H 5.079 1.897 2.762
H 4.398 -0.575 2.531
H 6.140 0.067 4.924
H 6.320 -1.257 3.679
C -2.266 -0.912 -0.345
C -1.032 -0.297 -0.921
C -1.105 1.196 -1.218
O 0.222 1.667 -0.890
C 0.782 0.779 -0.030
O 1.771 1.020 0.593
O 0.104 -0.367 -0.002
H -3.126 -0.655 -0.964
H -2.460 -0.513 0.655
H -2.175 -1.988 -0.207
H -0.599 -0.788 -1.795
H -1.749 1.833 -0.610
H -1.314 1.344 -2.276
```

Computed properties:
net charge: 0
gap between HOMO and LUMO: 10.45 eV
energy relative to the best compared isomer or geometry (same formula, charge and spin): 37.7 kcal per mole
largest force on an atom: 2.21 eV Å⁻¹
structure (SMILES): C[C@H]1COC(=O)O1.C[C@H]1COC(=O)O1.C[C@H]1COC(=O)O1.C[C@H]1COC(=O)O1.C[C@H]1COC(=O)O1.C[C@H]1COC(=O)O1.C[C@H]1COC(=O)O1

---

Entry 2:
Here is C28H43BN6O9Pb as an isolated structure from the OMol25 dataset. Energies are from the ωB97M-V functional and the def2-TZVPD basis.

```
88
Properties=species:S:1:pos:R:3
Pb 0.971 -0.139 0.566
O 12.008 0.021 6.339
C 11.181 -0.789 5.851
O 10.334 -0.649 4.835
B 9.591 -1.894 4.599
O 10.007 -2.811 5.704
C 10.987 -2.234 6.406
O 11.652 -2.772 7.323
O 9.909 -2.505 3.269
C 8.853 -2.436 2.457
O 8.773 -2.746 1.279
C 7.671 -1.982 3.302
O 8.126 -1.758 4.566
O 6.513 -1.724 2.875
O 0.090 1.289 4.330
H -0.057 1.920 5.061
C -3.653 4.782 -6.279
C -2.229 4.373 -6.793
C -1.215 4.471 -5.598
C -1.597 3.714 -4.397
N -1.920 3.094 -3.416
H -4.409 4.509 -7.016
H -3.757 5.858 -6.141
H -3.876 4.249 -5.355
H -2.016 5.018 -7.646
H -2.266 3.355 -7.180
H -1.064 5.532 -5.400
H -0.241 4.097 -5.915
C -7.241 2.791 3.834
C -6.349 2.256 5.022
C -5.987 0.804 4.723
C -5.226 0.421 3.515
N -4.623 0.102 2.556
H -6.734 2.660 2.878
H -7.486 3.832 4.043
H -8.139 2.190 3.693
H -6.835 2.417 5.984
H -5.454 2.862 5.166
H -6.896 0.232 4.537
H -5.502 0.373 5.598
C -1.480 6.936 2.505
C -0.180 7.700 2.669
C 0.982 6.745 3.048
C 1.401 5.744 2.024
N 1.688 4.958 1.253
H -2.262 7.636 2.214
H -1.702 6.504 3.481
H -1.519 6.133 1.768
H -0.345 8.475 3.417
H 0.043 8.177 1.714
H 0.903 6.251 4.017
H 1.884 7.323 3.246
C -4.903 -7.430 4.455
C -4.185 -6.539 3.516
C -2.696 -6.982 3.420
C -1.804 -6.020 2.737
N -1.104 -5.249 2.226
H -4.946 -8.420 4.001
H -5.919 -7.111 4.685
H -4.340 -7.396 5.388
H -4.254 -5.497 3.828
H -4.667 -6.496 2.539
H -2.581 -7.965 2.965
H -2.291 -6.986 4.432
C -5.461 -1.533 -4.352
C -5.129 -2.765 -5.220
C -4.040 -3.681 -4.666
C -2.901 -3.020 -4.074
N -2.004 -2.415 -3.699
H -6.409 -1.056 -4.603
H -4.676 -0.797 -4.527
H -5.434 -1.819 -3.300
H -4.783 -2.464 -6.209
H -6.059 -3.329 -5.295
H -3.675 -4.408 -5.391
H -4.444 -4.205 -3.799
C 5.927 -2.962 -6.456
C 7.233 -2.167 -6.053
C 6.920 -0.745 -5.486
C 5.765 -0.646 -4.524
N 4.914 -0.567 -3.755
H 5.294 -2.198 -6.909
H 5.352 -3.191 -5.559
H 5.952 -3.832 -7.111
H 7.832 -2.073 -6.960
H 7.691 -2.852 -5.340
H 6.700 -0.201 -6.405
H 7.822 -0.341 -5.027
```

Computed properties:
net charge: 0
gap between HOMO and LUMO: 2.60 eV
energy relative to the best compared isomer or geometry (same formula, charge and spin): 242.1 kcal per mole
largest force on an atom: 5.89 eV Å⁻¹

---

Entry 3:
Here is a 10-piece molecular cluster, C28H43BN9OS overall from the OMol25 dataset. Energies are from the ωB97M-V functional and the def2-TZVPD basis.

```
83
Properties=species:S:1:pos:R:3
C 4.503 0.116 -1.646
B 3.018 -0.167 -2.371
O 2.787 0.537 -3.649
S 1.771 -1.345 -1.545
C 1.866 -3.059 -2.298
C 0.404 -3.710 -2.705
C -0.725 -3.634 -1.516
C -1.633 -2.239 -1.669
C -2.236 -1.715 -3.134
C -3.120 -0.346 -3.340
C -3.455 0.524 -1.964
C -2.883 0.007 -0.508
C -1.955 -1.351 -0.320
H 5.060 -0.882 -1.377
H 5.169 0.837 -2.309
H 4.312 0.682 -0.626
H 2.300 -0.040 -4.316
H 2.282 -1.467 -0.213
H 2.470 -2.963 -3.313
H 2.379 -3.815 -1.566
H 0.080 -3.160 -3.713
H 0.481 -4.862 -3.009
H -1.438 -4.582 -1.484
H -0.132 -3.631 -0.484
H -1.948 -2.390 -4.068
H -3.464 -0.053 -4.419
H -4.097 1.513 -2.093
H -3.126 0.613 0.484
H -1.556 -1.649 0.756
C 8.716 1.725 -1.481
C 7.534 1.945 -0.551
N 6.554 2.128 0.221
H 9.310 0.876 -1.134
H 8.359 1.519 -2.494
H 9.347 2.617 -1.500
C 8.400 -0.934 1.996
C 8.122 -1.471 0.601
N 7.891 -1.917 -0.555
H 9.418 -1.195 2.300
H 8.295 0.155 2.004
H 7.693 -1.365 2.710
C 6.421 2.430 4.696
C 7.517 1.396 4.496
N 8.426 0.538 4.331
H 6.763 3.408 4.347
H 5.530 2.142 4.131
H 6.163 2.500 5.756
C -5.100 4.503 -0.657
C -5.378 3.966 -2.052
N -5.609 3.521 -3.208
H -4.082 4.242 -0.353
H -5.205 5.592 -0.649
H -5.807 4.072 0.057
C -7.158 -1.426 -0.921
C -6.438 -1.064 0.368
N -5.840 -0.765 1.437
H -6.454 -1.870 -1.629
H -7.955 -2.145 -0.713
H -7.595 -0.528 -1.367
C 9.057 4.768 1.602
C 7.876 4.989 2.532
N 6.895 5.172 3.304
H 9.652 3.919 1.949
H 8.700 4.562 0.589
H 9.688 5.661 1.582
C -11.908 -2.323 -1.328
C -10.611 -3.049 -1.010
N -9.534 -3.651 -0.747
H -11.704 -1.270 -1.538
H -12.384 -2.776 -2.202
H -12.591 -2.391 -0.476
C -2.744 -3.372 3.202
C -1.446 -4.097 3.519
N -0.370 -4.699 3.783
H -2.540 -2.318 2.991
H -3.219 -3.824 2.327
H -3.426 -3.439 4.053
C -7.306 2.105 2.337
C -7.549 3.605 2.376
N -7.750 4.849 2.408
H -8.216 1.572 2.626
H -7.021 1.800 1.326
H -6.502 1.839 3.029
```

Computed properties:
net charge: +1
gap between HOMO and LUMO: 6.92 eV
largest force on an atom: 10.22 eV Å⁻¹